DFT (ωB97M-V with the def2-TZVPD basis set) results for a molecular structure, C26H21BrN6O5Sc.

For the largest force on an atom, the calculation gives 0.0029 hartree/bohr. The value obtained for the HOMO-LUMO gap is 8.729 eV. As for the charge: +1. The HOMO energy is -11.5983 eV. The energy relative to the best compared isomer or geometry (same formula, charge and spin) is 0.00 kcal/mol. The LUMO energy comes out at -2.8694 eV.

Geometry as XYZ:
```
60
Properties=species:S:1:pos:R:3:lowdin_charge:R:1
Sc -0.06905 0.23010 0.11105 1.13
O -1.49923 4.02652 -1.30316 0.13
C -1.07677 2.90791 -1.14412 -0.43
N -1.13055 2.10208 -0.02491 0.04
C -1.82018 2.56413 1.08610 -0.42
O -2.16087 3.69141 1.34312 0.13
C -2.15488 1.44806 2.05415 -0.17
C -3.00083 1.69761 3.11877 0.03
C -3.30013 0.66008 3.98543 -0.02
C -2.72873 -0.58385 3.76409 -0.02
C -1.88183 -0.74596 2.68334 -0.08
N -1.60582 0.24812 1.83402 0.05
C -0.41198 2.20067 -2.30764 -0.17
C -0.46025 2.75438 -3.57452 0.03
C 0.12160 2.06291 -4.62194 -0.02
C 0.73717 0.84504 -4.36442 -0.03
C 0.75544 0.37259 -3.06738 -0.10
N 0.19466 1.03726 -2.05132 0.03
H -3.40346 2.69369 3.23439 0.13
H -3.96761 0.81797 4.82202 0.12
H -2.93142 -1.42066 4.41706 0.12
H -1.40261 -1.69508 2.48372 0.11
H -0.96084 3.70362 -3.70138 0.13
H 0.09224 2.46089 -5.62746 0.12
H 1.19410 0.26723 -5.15500 0.12
H 1.22729 -0.57256 -2.82944 0.11
C 2.09747 2.24881 3.55502 0.05
C 1.96501 1.88450 2.11254 -0.45
O 1.04111 1.14835 1.72809 -0.04
N 2.85072 2.36847 1.24241 0.12
C 2.75882 2.07811 -0.18496 -0.08
C 3.15468 0.65288 -0.50233 -0.24
C 4.45453 0.36633 -0.88183 0.00
C 4.82095 -0.94952 -1.12021 -0.02
C 3.87016 -1.94009 -0.95863 -0.02
C 2.58881 -1.57671 -0.58289 -0.09
N 2.22217 -0.30696 -0.36895 0.04
H 2.18765 1.33423 4.13987 0.10
H 1.18163 2.75150 3.86568 0.11
H 2.95104 2.89325 3.75159 0.09
H 3.57944 2.97756 1.57461 0.16
H 3.42088 2.76837 -0.70221 0.14
H 1.74406 2.28743 -0.52344 0.10
H 5.17148 1.16910 -0.99130 0.12
H 5.83079 -1.19237 -1.42256 0.12
H 4.10490 -2.98214 -1.12159 0.12
H 1.81571 -2.31939 -0.43999 0.11
Br -5.32137 -4.70307 -2.31943 0.78
C -3.77785 -4.51159 -1.25935 -0.66
C -3.31638 -5.58785 -0.50745 -0.16
N -2.23610 -5.52216 0.26373 0.09
C -1.57574 -4.37057 0.30874 -0.07
C -1.96513 -3.24664 -0.40950 -0.11
C -3.09592 -3.31457 -1.21620 -0.03
C -1.19866 -1.98823 -0.31391 -0.57
O -1.54269 -0.96582 -0.96582 -0.03
O -0.17754 -1.90839 0.45502 -0.11
H -3.84377 -6.53399 -0.53189 0.11
H -0.69860 -4.33267 0.94343 0.12
H -3.41773 -2.45030 -1.78087 0.12
```

***

DFT (ωB97M-V with the def2-TZVPD basis set) results for C26H21FN4O2 in the gas phase.

For the largest force on an atom, the calculation gives 0.0145 hartree/bohr. The value obtained for the HOMO-LUMO gap is 9.148 eV. As for the charge: 0. The HOMO energy is -8.6111 eV. The energy relative to the best compared isomer or geometry (same formula, charge and spin) is 0.00 kcal/mol. The structure (SMILES) is O=C(NCc1ccccc1)[C@H](c1cccnc1)N(C(=O)c1ccccn1)c1ccc(F)cc1. The LUMO energy comes out at 0.5373 eV.

Geometry as XYZ:
```
54
Properties=species:S:1:pos:R:3:lowdin_charge:R:1
O -0.67080 1.27054 -1.74202 0.10
C 0.43288 1.46328 -1.28799 -0.44
N 1.51069 1.80194 -2.02927 0.09
C 1.54148 1.57960 -3.46648 -0.12
C 2.04091 0.17946 -3.72058 -0.22
C 3.40351 -0.09025 -3.72049 -0.05
C 3.86106 -1.39034 -3.84141 -0.08
C 2.95900 -2.43415 -3.95776 -0.10
C 1.59909 -2.17338 -3.95665 -0.08
C 1.14180 -0.87291 -3.83524 -0.05
C 0.77642 1.32695 0.21031 -0.13
C 1.79167 0.22527 0.35007 -0.18
C 1.65400 -0.97183 -0.34976 -0.02
C 2.63304 -1.94094 -0.22333 -0.04
C 3.71610 -1.67788 0.60296 -0.14
N 3.85619 -0.54741 1.27246 0.07
C 2.92105 0.37622 1.14845 -0.10
N -0.43037 1.10035 0.99342 0.06
C -1.09389 2.20695 1.41623 -0.37
O -0.66777 3.33289 1.22694 0.08
C -2.35824 1.97179 2.17678 -0.18
C -3.33874 2.96013 2.15965 0.01
C -4.50063 2.74752 2.88143 -0.06
C -4.63294 1.56910 3.59950 -0.05
C -3.58650 0.65811 3.56559 -0.12
N -2.48006 0.84900 2.87395 0.13
C -0.96991 -0.20971 1.04723 -0.26
C -2.04801 -0.55247 0.23883 -0.01
C -2.54950 -1.84012 0.26235 0.01
C -1.95403 -2.77186 1.09284 -0.27
F -2.43604 -4.03365 1.11370 0.05
C -0.87829 -2.45292 1.90157 0.01
C -0.38574 -1.16223 1.87526 -0.02
H 2.40857 1.84474 -1.57049 0.15
H 2.19198 2.32789 -3.92424 0.12
H 0.52075 1.70359 -3.83164 0.12
H 4.11027 0.72286 -3.62874 0.11
H 4.92256 -1.58909 -3.84153 0.10
H 3.31603 -3.44930 -4.04962 0.10
H 0.89246 -2.98535 -4.04627 0.10
H 0.08145 -0.66771 -3.82191 0.12
H 1.18714 2.28272 0.56175 0.16
H 0.79766 -1.13555 -0.98740 0.12
H 2.55743 -2.87395 -0.75843 0.10
H 4.51077 -2.39962 0.73590 0.10
H 3.08165 1.28565 1.71438 0.12
H -3.17148 3.86030 1.58987 0.12
H -5.28722 3.48811 2.88725 0.11
H -5.52099 1.36327 4.17658 0.10
H -3.63108 -0.27150 4.11786 0.11
H -2.47579 0.19228 -0.41359 0.12
H -3.38613 -2.12713 -0.35491 0.12
H -0.44354 -3.20608 2.53933 0.12
H 0.44066 -0.88615 2.51126 0.13
```

***

DFT (ωB97M-V with the def2-TZVPD basis set) results for C26H21N3 in the gas phase at a distorted geometry.

For the largest force on an atom, the calculation gives 0.0498 hartree/bohr. The value obtained for the HOMO-LUMO gap is 8.013 eV. As for the charge: 0. The HOMO energy is -7.8856 eV. The energy relative to the best compared isomer or geometry (same formula, charge and spin) is 0.00 kcal/mol. The structure (SMILES) is Cc1[nH]c2ccccc2c1C1=CC(c2ccccc2)=NN=C(c2ccccc2)C1. The LUMO energy comes out at 0.1274 eV.

Geometry as XYZ:
```
50
Properties=species:S:1:pos:R:3:lowdin_charge:R:1
C 2.49239 -0.23207 -2.80176 -0.01
C 2.15570 0.88276 -1.87069 -0.25
N 2.88194 2.07256 -1.81196 0.12
C 2.33763 2.88904 -0.78747 -0.18
C 2.67507 4.13152 -0.23257 -0.03
C 1.92457 4.67422 0.80895 -0.10
C 0.81536 3.99036 1.30727 -0.10
C 0.45696 2.74983 0.80028 -0.02
C 1.21673 2.22729 -0.26542 -0.11
C 1.11944 0.93532 -0.97191 -0.10
C 0.06529 -0.05915 -0.70824 -0.13
C -1.25692 0.31146 -0.61521 0.03
C -2.31701 -0.67276 -0.27457 -0.22
C -3.61888 -0.63108 -0.93152 -0.18
C -4.73569 -1.27205 -0.36368 -0.03
C -5.97945 -1.34922 -1.01536 -0.08
C -6.12801 -0.78931 -2.28280 -0.09
C -5.02574 -0.13064 -2.84837 -0.09
C -3.79339 -0.07599 -2.20979 -0.04
N -2.18419 -1.61031 0.64861 0.08
N -1.08676 -1.76971 1.46998 0.09
C 0.15847 -1.68311 1.05628 -0.20
C 1.23486 -1.92327 2.02623 -0.17
C 1.04073 -2.75750 3.15072 -0.03
C 2.09105 -3.02617 4.02270 -0.09
C 3.35031 -2.44398 3.80785 -0.08
C 3.53873 -1.62876 2.66988 -0.08
C 2.48411 -1.34405 1.82066 -0.04
C 0.47809 -1.46971 -0.39955 -0.08
H 3.41628 -0.79402 -2.53476 0.10
H 1.68380 -0.90961 -2.89500 0.06
H 2.63413 0.24028 -3.77386 0.08
H 3.70288 2.29615 -2.38479 0.16
H 3.57365 4.65305 -0.55398 0.10
H 2.18116 5.63340 1.24750 0.10
H 0.24803 4.37868 2.13450 0.10
H -0.37382 2.20756 1.24276 0.11
H -1.58828 1.32243 -0.85210 0.12
H -4.63776 -1.80586 0.57596 0.10
H -6.85564 -1.82517 -0.54526 0.11
H -7.06062 -0.82333 -2.81917 0.09
H -5.14781 0.31602 -3.82257 0.10
H -2.99335 0.41862 -2.75949 0.11
H 0.04688 -3.22390 3.29400 0.12
H 1.90346 -3.69265 4.87394 0.11
H 4.21443 -2.68687 4.44828 0.10
H 4.49484 -1.22343 2.46072 0.09
H 2.69883 -0.65822 1.01817 0.11
H -0.05544 -2.21296 -0.95271 0.13
H 1.52295 -1.60568 -0.60071 0.10
```